Below is a cluster of 13 separate species, C7H40NO12 in total at a distorted geometry, with properties calculated with wB97M-V/def2-TZVPD.

Output
* energy: -1248.1144 a.u.
* orbital gap: 9.01 eV
* LUMO energy: -2.2 eV
* maximum force: 2.52 eV Å⁻¹

Structure (ORCA input):
```
! wB97M-V def2-TZVPD RIJCOSX def2/J DEFGRID3
* xyz 1 1
O -1.8060 2.9800 -1.7940
O 0.3765 -4.0960 -2.5313
O -4.5617 1.3784 -1.8498
O 1.3771 -4.0850 1.8461
O -0.7508 -0.3154 -1.6135
O 4.6302 0.5646 -1.3480
O -2.2504 -2.4668 -2.2334
O 0.9261 4.4563 -2.3457
O -2.8702 -2.3343 0.8067
O 2.6225 -3.7436 -1.1789
O 2.5807 2.7461 -2.9095
O -1.2531 -4.0974 2.0740
N 1.9193 0.7280 -1.1426
C 0.8022 1.6227 3.4677
C 2.1227 0.6386 0.3765
C 0.8109 0.5359 1.0958
C -0.5570 2.2768 3.4632
C -1.5824 1.7607 2.7769
C -2.8944 2.4809 2.7067
C 0.9894 0.3278 2.6009
H -4.7592 0.4443 -1.9147
H 0.8948 1.1950 4.4724
H 2.0662 0.1104 2.6855
H 2.1767 3.6714 -2.6796
H 2.5948 1.6383 0.6421
H -2.7569 3.4925 3.0777
H 0.1457 1.3702 0.8152
H -2.2540 2.1309 -1.9214
H 2.9759 2.7395 -3.7819
H 0.4101 4.9171 -3.0131
H -1.2444 -1.0044 -2.0975
H -3.4364 2.4707 1.7500
H -1.4308 0.9532 2.0667
H 1.8733 -4.1112 -1.7042
H -2.5234 3.6032 -1.9522
H -3.1771 -1.6395 1.4158
H 1.6400 -4.9718 2.1395
H -2.9158 -2.7515 -1.5810
H 3.4166 -4.2138 -1.4467
H -0.0483 -3.2604 -2.7317
H -5.2514 1.8908 -1.4270
H 2.7791 -0.1957 0.5899
H 1.8654 -4.1382 1.0027
H -1.4931 -5.0264 2.1142
H -1.0013 -0.5139 -0.7009
H -2.8241 -2.6120 -3.0022
H 0.3427 3.8122 -1.8782
H 0.1112 -4.8128 -3.1116
H -3.5889 2.0274 3.4180
H -2.1989 -2.7611 1.3908
H 0.3522 -0.4230 3.0421
H -0.6679 3.2692 3.8664
H 2.5399 0.0751 -1.6128
H 5.1895 1.3527 -1.3319
H 0.2216 -0.3749 0.7746
H 1.6848 2.2815 3.3462
H 0.9418 0.4109 -1.3200
H 4.9803 -0.0742 -1.9732
H -0.3068 -4.0178 1.8027
H 2.0444 1.6876 -1.4984
*
```